Molecular formula: C34H43CaClN9O5P2SeTe
Method: DFT, the ωB97M-V functional and the def2-TZVPD basis

Last column: Löwdin charge in e.
Positions of all 97 atoms, in Å:
Ca  0.532602  -1.009960  0.680940  1.3083
Cl  -5.088295  -2.218526  5.195883  0.6078
C  -4.051890  -1.670376  3.899639  -0.6823
C  -4.166206  -0.354724  3.436033  -0.1123
C  -3.365836  0.100192  2.423853  -0.0130
C  -2.368982  -0.723357  1.813965  -0.4000
O  -1.620876  -0.253629  0.892745  -0.2495
C  -2.307570  -2.079189  2.281565  -0.1320
C  -1.469718  -3.102873  1.689895  -0.2056
O  -0.699012  -2.979238  0.747381  -0.1161
C  -3.144107  -2.515332  3.324969  -0.0773
H  -4.900119  0.301171  3.888378  0.1004
H  -3.454627  1.117450  2.062873  0.1078
H  -1.594296  -4.109905  2.128988  0.1295
H  -3.065525  -3.541615  3.664531  0.1092
N  -2.051210  -1.939592  -3.563470  -0.1388
P  -2.333737  -1.194581  -2.033925  1.0925
C  -4.075668  -0.679156  -2.304849  -0.3697
C  -4.994098  -1.021973  -1.317526  -0.0975
C  -6.330056  -0.649719  -1.429303  -0.0859
C  -6.756699  0.055589  -2.541306  -0.0981
C  -5.846980  0.403605  -3.534096  -0.0907
C  -4.515377  0.048727  -3.409652  -0.1010
C  -1.559629  0.462548  -2.303729  -0.3648
C  -0.437961  0.607815  -3.109098  -0.1160
C  0.153723  1.855101  -3.277505  -0.1020
C  -0.378483  2.969001  -2.650905  -0.1131
C  -1.495199  2.827367  -1.833756  -0.1062
C  -2.070806  1.583466  -1.649344  -0.1152
C  -1.268455  -3.054574  -3.759153  -0.3980
C  -1.387660  -3.804149  -4.943464  -0.0326
C  -0.592155  -4.915903  -5.095186  -0.0899
C  0.292690  -5.275586  -4.079356  -0.0838
C  0.336123  -4.475627  -2.956145  -0.1289
N  -0.417311  -3.384133  -2.794512  0.0926
H  -2.625598  -1.671815  -4.346988  0.0891
H  -4.656957  -1.574768  -0.447994  0.0959
H  -7.029223  -0.915220  -0.646648  0.1010
H  -7.796384  0.343687  -2.635128  0.0972
H  -6.176954  0.968885  -4.396786  0.0985
H  -3.803635  0.372687  -4.162168  0.1075
H  0.005664  -0.254207  -3.592226  0.0822
H  1.042561  1.938907  -3.889834  0.1002
H  0.082510  3.940415  -2.783367  0.0956
H  -1.913190  3.691995  -1.330299  0.0917
H  -2.928415  1.482893  -0.995002  0.1029
H  -2.097801  -3.511566  -5.706522  0.1018
H  -0.663096  -5.507779  -5.999598  0.1009
H  0.937836  -6.137927  -4.162365  0.0956
H  1.024456  -4.695809  -2.144228  0.1049
C  -0.411562  5.538895  0.865843  -0.0765
C  0.823694  5.620341  1.757890  -0.4107
C  1.977390  6.313137  1.040306  -0.0832
C  1.213021  4.246604  2.301247  -0.1221
N  1.246030  3.213018  1.277016  -0.0784
C  0.448638  2.162645  1.105324  -0.1621
N  0.896005  1.461307  0.090677  -0.0140
N  1.990053  2.108963  -0.356150  0.0037
N  2.207623  3.159013  0.339264  0.0870
H  -0.799533  6.536226  0.655576  0.0783
H  -1.212428  4.957487  1.329100  0.0806
H  -0.171012  5.065030  -0.088781  0.0636
H  0.567987  6.210361  2.644470  0.1329
H  2.315678  5.721978  0.188633  0.0635
H  2.831806  6.456551  1.703481  0.0778
H  1.664777  7.293314  0.675289  0.0740
H  0.493251  3.897938  3.041690  0.1243
H  2.188697  4.243774  2.786451  0.1102
H  -0.414909  1.918278  1.700288  0.1291
C  5.127667  1.072723  1.000714  -0.0797
C  5.242711  -0.429780  1.086863  -0.3081
O  3.920072  -0.959096  1.176876  -0.3286
P  3.615482  -2.550078  1.242004  0.0347
O  2.131900  -2.554800  1.457859  -0.4877
Te  4.546684  -3.660498  -0.652597  0.2734
O  4.392121  -3.045136  2.556092  -0.3079
C  3.904045  -2.512230  3.814390  -0.2788
C  4.996991  -2.673250  4.841579  -0.0758
H  6.123454  1.519928  0.972308  0.0737
H  4.593696  1.465203  1.867727  0.0581
H  4.588984  1.371242  0.100205  0.0522
H  5.796901  -0.735978  1.979921  0.1127
H  5.740772  -0.863093  0.214427  0.0724
H  3.001773  -3.061356  4.085353  0.1183
H  3.633505  -1.461655  3.689405  0.0792
H  5.329355  -3.710670  4.894917  0.0746
H  4.625209  -2.371864  5.821990  0.0761
H  5.857469  -2.049212  4.598398  0.0722
N  2.362648  -0.610334  -2.511829  -0.0249
N  1.667115  -1.262228  -1.446591  -0.1555
H  3.201051  -1.149946  -2.712537  0.0436
H  2.653259  0.290308  -2.146090  0.0433
H  2.344557  -1.764960  -0.870281  -0.0504
H  1.065448  -1.985107  -1.838024  0.0368
Se  2.522423  1.477609  4.759258  0.3626
C  1.468735  0.438880  3.671147  -0.9264
N  0.782400  -0.198136  2.982732  -0.0306

Cartesian forces, eV/Å:
0.08 0.17 0.34
-0.01 -0.01 0.01
0.06 -0.11 -0.01
-0.06 0.13 -0.01
0.03 -0.07 0.04
-0.09 -0.07 -0.16
0.07 0.08 0.21
-0.03 -0.11 0.10
-0.22 0.07 -0.15
0.05 -0.08 0.12
-0.07 0.07 0.03
0.00 0.00 0.00
0.00 0.01 0.00
-0.04 0.02 0.02
-0.01 0.00 0.01
-0.19 0.17 -0.12
0.27 0.19 0.07
-0.06 -0.12 0.19
-0.06 0.01 -0.01
0.06 -0.04 0.01
-0.04 0.02 -0.01
-0.04 0.02 -0.03
0.05 0.04 -0.01
-0.14 -0.14 -0.06
0.03 0.00 -0.02
-0.01 -0.06 0.00
-0.03 -0.02 0.00
0.04 0.10 0.02
-0.05 -0.01 0.00
-0.04 -0.21 -0.03
0.03 0.02 0.07
0.05 -0.04 0.04
-0.04 0.01 -0.09
0.06 0.06 0.09
0.15 0.09 -0.01
0.04 0.00 -0.06
0.02 0.00 0.01
-0.01 0.01 0.00
0.00 0.01 0.00
0.00 0.00 -0.01
0.01 -0.01 0.00
-0.04 0.04 0.00
0.00 0.01 0.00
0.00 0.01 0.00
0.00 -0.01 0.00
0.00 -0.02 0.00
0.00 0.02 0.00
0.01 -0.01 0.00
0.00 -0.01 -0.01
-0.04 0.02 -0.02
-0.03 -0.03 -0.02
-0.03 0.06 0.06
0.02 0.01 -0.05
0.00 -0.11 0.04
0.08 -0.06 -0.14
-0.10 0.09 -0.03
0.03 -0.10 0.16
0.03 -0.06 -0.05
0.05 0.06 0.06
0.01 0.01 -0.02
0.00 0.01 0.03
0.01 -0.01 0.01
0.01 0.01 -0.01
-0.01 0.01 -0.01
0.00 -0.02 0.03
0.00 0.01 0.00
0.00 0.02 0.00
-0.02 0.07 0.00
0.02 -0.02 0.04
0.07 0.06 -0.05
0.03 -0.10 0.10
-0.06 0.00 -0.11
0.25 0.06 -0.06
-0.18 -0.17 -0.34
-0.17 0.19 0.28
-0.11 0.14 -0.03
0.03 -0.02 -0.08
0.01 -0.01 0.06
0.01 0.01 0.00
-0.01 -0.02 0.01
0.00 -0.03 0.03
0.04 0.04 -0.02
0.00 0.04 -0.01
0.01 0.00 0.02
0.00 0.00 0.03
-0.03 -0.01 0.00
0.00 0.02 0.00
0.00 0.00 -0.03
0.00 0.03 0.05
0.02 -0.33 0.16
0.07 0.03 0.01
0.00 0.05 -0.04
0.18 -0.23 -0.27
-0.01 -0.02 -0.29
-0.41 -0.40 -0.52
0.40 0.50 0.59
0.01 0.00 -0.16

multiplicity = 1
charge = -1
orbital gap = 6.97 eV
E_tot = -181791.938 eV